40
Properties=species:S:1:pos:R:3:forces:R:3 method="wB97M-V/def2-TZVPD" max_force_ev_per_a=5.03 e_above_lowest_kcal_mol=4.0 orbital_gap_ha=0.316 homo_energy_ev=-8.576 molar_mass_g_mol=386.3
H -1.523721 4.398622 -2.010912 -0.167 -0.020 -0.107
N -1.489821 4.717907 -2.974874 -0.301 0.323 0.408
C -1.359062 3.734700 -3.781043 0.190 2.307 4.468
N -1.248968 4.060146 -5.070821 -0.078 0.178 -1.898
N -1.175493 2.455812 -3.300228 -0.398 -2.508 -0.395
N -1.409901 2.128761 -1.968138 0.347 0.025 0.447
C -1.522901 0.911016 -1.507197 -0.183 1.925 -1.998
C -1.603325 -0.261506 -2.428785 0.528 -0.311 0.647
C -1.639642 0.767074 -0.036343 0.428 0.049 0.157
C -2.381863 1.727148 0.674883 -0.058 -0.537 1.494
C -2.429595 1.646243 2.098215 0.575 -0.112 -1.288
Br -3.490844 2.921652 3.111513 0.685 -0.767 -0.586
C -1.689940 0.640555 2.744106 -1.253 0.580 0.005
C -1.023468 -0.340047 2.026968 -0.173 0.330 0.105
C -0.943391 -0.261284 0.653430 -0.450 0.444 -0.006
O -0.149661 -1.212668 0.033861 0.124 0.893 -0.530
C 1.257051 -0.892963 0.097455 0.608 -1.586 -0.222
C 1.977129 -1.833520 1.098821 -1.376 0.276 -1.115
C 2.908676 -1.328506 1.978433 0.986 -0.227 0.567
C 3.522722 -2.219847 2.879757 -0.102 -0.073 0.386
C 3.145534 -3.575359 2.952656 0.461 0.830 -1.037
C 3.746103 -4.470386 3.896975 0.597 -0.206 1.058
N 4.249690 -5.110831 4.719045 -0.482 0.415 -0.817
C 2.282764 -4.061489 1.982285 -1.546 -0.255 -0.254
C 1.651037 -3.206277 1.081610 0.296 0.089 0.122
H -1.097510 5.087605 -5.119850 -0.072 -1.334 -0.215
H -0.619996 3.471051 -5.571693 0.410 0.015 -0.729
H -1.327602 1.757845 -4.009296 -0.022 -0.589 0.048
H -1.997821 0.019396 -3.386501 -0.206 0.133 -0.492
H -2.227209 -1.048171 -2.021389 -0.037 -0.132 0.123
H -0.598790 -0.659170 -2.551120 0.071 -0.264 -0.222
H -2.933758 2.495627 0.132978 0.242 -0.239 0.163
H -1.763242 0.589858 3.814178 0.121 -0.113 0.317
H -0.574899 -1.201022 2.505281 0.161 0.191 0.184
H 1.472684 0.153851 0.264585 -0.305 0.289 0.453
H 1.676020 -1.103219 -0.898174 -0.234 -0.074 0.112
H 3.201735 -0.254707 1.928508 -0.274 -1.010 0.217
H 4.291975 -1.908369 3.578735 -0.151 0.295 -0.099
H 1.941199 -5.097435 1.991529 0.414 0.153 0.064
H 0.898106 -3.638089 0.390558 0.626 0.618 0.467